[1]
C3H5BrO2 | ωB97M-V/def2-TZVPD

Geometry as XYZ:
```
11
C3H5BrO2 | the OMol25 dataset | ωB97M-V/def2-TZVPD
C -0.80087 -1.19354 1.10214
C -0.50145 -1.25109 -0.30748
C 1.36182 1.46331 -0.97446
O -1.16971 0.00349 0.41721
O 0.96275 1.75508 0.06813
Br 2.24394 2.69726 -2.11988
H -1.69755 -1.66472 1.46865
H -0.06761 -1.05463 1.98502
H -1.22554 -1.85815 -0.70300
H 1.21853 0.45504 -1.35856
H -0.32431 0.64796 0.42223
```

Its HOMO energy (spin up / spin down) is -0.174 / -0.323 hartree. The charge is 0. Its spin multiplicity is 3. The HOMO-LUMO gap (spin up / spin down) comes out at 0.1867 / 0.1824 Eh.

[2]
C3H5BrS | ωB97M-V/def2-TZVPD

Geometry as XYZ:
```
10
C3H5BrS | the OMol25 dataset | ωB97M-V/def2-TZVPD
C -1.56446 -0.30798 -1.29879
C 0.94847 0.46134 0.16526
C 0.88460 -0.05585 1.49291
S 2.05352 -0.94531 0.28349
Br 1.23835 2.08021 -0.71919
H -2.05753 0.62076 -0.88211
H -1.84120 -1.29157 -0.90407
H 1.46747 0.43230 2.27592
H 0.12001 -0.72748 1.88002
H -1.24922 -0.26644 -2.29342
```

Its HOMO energy (spin up / spin down) is -0.290 / -0.321 hartree. The charge is 0. The HOMO-LUMO gap (spin up / spin down) comes out at 0.2998 / 0.3079 Eh.

[3]
C3H5BrS | ωB97M-V/def2-TZVPD

Geometry as XYZ:
```
10
C3H5BrS | the OMol25 dataset | ωB97M-V/def2-TZVPD
C -1.16163 -2.36779 -1.16502
C -0.74381 -1.95439 -0.03393
C 1.20656 -1.41062 0.10906
S 1.38172 -0.20576 1.44985
Br -1.55119 -1.51110 1.60603
H -2.12641 -2.86478 -1.20251
H -0.60993 -2.27991 -2.08867
H 1.72041 -2.38537 0.13514
H 1.60786 -0.89395 -0.74882
H 1.51075 -0.85327 2.54089
```

Its HOMO energy is -0.326 hartree. The charge is 0. The HOMO-LUMO gap comes out at 0.3544 Eh.

[4]
C3H5BrSi | ωB97M-V/def2-TZVPD

Geometry as XYZ:
```
10
C3H5BrSi | the OMol25 dataset | ωB97M-V/def2-TZVPD
C -2.42734 -1.26252 0.39664
C -1.32687 -0.95602 -0.03857
C -0.01072 -0.67153 -0.35738
Si 1.15084 0.73430 0.04118
Br 0.31761 -2.69476 2.29052
H -3.33433 -1.73640 0.70771
H 0.21103 -1.64259 -0.91822
H 1.54752 0.84108 1.50136
H 0.15326 1.83898 0.01148
H 1.82479 0.63456 -1.28364
```

Its HOMO energy (spin up / spin down) is -0.311 / -0.311 hartree. The charge is 0. The HOMO-LUMO gap (spin up / spin down) comes out at 0.1890 / 0.1892 Eh.

no.,calculated total energy (Eh)
1,-2841.461722
2,-3089.329182
3,-3089.396855
4,-2980.596562